Entry 1:
An isolated molecule of C5H7NO. Source: the Open Molecules 2025 dataset; level of theory: wB97M-V/def2-TZVPD.

CARTESIAN COORDINATES (ANGSTROEM)
N (-2.370, 1.097, 0.290)
C (-1.419, 0.311, 0.612)
O (-0.290, 0.800, 1.269)
C (0.149, 0.814, -0.138)
C (1.459, -0.013, -0.192)
C (0.578, -1.297, -0.102)
C (-0.703, -0.489, -0.405)
H (-2.284, 1.932, 0.874)
H (-0.537, 1.657, -0.539)
H (2.158, 0.143, 0.638)
H (1.994, 0.060, -1.140)
H (0.576, -1.773, 0.879)
H (0.799, -2.046, -0.868)
H (-1.243, -0.660, -1.333)

The value obtained for the largest force on an atom is 2.775 eV Å⁻¹. As for the calculated total energy: -324.57559 a.u. As for the net charge: 0. The HOMO-LUMO gap is 0.3963 hartree. Its HOMO energy is -0.362 Ha. The energy above the lowest of the compared OMol25 structures with the same formula, charge and spin is 390.9 kJ/mol.

***

Entry 2:
An isolated molecule of C5H7NO. Source: the Open Molecules 2025 dataset; level of theory: wB97M-V/def2-TZVPD.

CARTESIAN COORDINATES (ANGSTROEM)
C (1.356, -0.214, 0.248)
C (1.103, 1.089, 0.031)
N (-0.121, 1.753, 0.150)
C (-1.290, 1.276, -0.026)
O (-1.726, 0.057, -0.397)
C (-0.767, -0.926, -0.694)
C (0.312, -1.079, 0.781)
H (2.187, -0.717, -0.239)
H (1.937, 1.749, -0.168)
H (-2.162, 1.918, 0.112)
H (-1.346, -1.747, -1.158)
H (-0.103, -0.523, -1.478)
H (-0.130, -0.603, 1.685)
H (0.748, -2.034, 1.155)

The value obtained for the largest force on an atom is 1.685 eV Å⁻¹. As for the calculated total energy: -324.61923 a.u. As for the net charge: 0. The HOMO-LUMO gap is 0.3436 hartree. Its HOMO energy is -0.310 Ha. The energy above the lowest of the compared OMol25 structures with the same formula, charge and spin is 276.3 kJ/mol.

***

Entry 3:
An isolated molecule of C5H7NO. Source: the Open Molecules 2025 dataset; level of theory: wB97M-V/def2-TZVPD.

CARTESIAN COORDINATES (ANGSTROEM)
C (-1.809, 0.119, 0.573)
N (-0.463, -0.158, 0.126)
C (0.072, -1.390, -0.196)
C (1.381, -1.210, -0.548)
C (1.675, 0.183, -0.434)
C (0.511, 0.783, -0.024)
O (0.170, 2.072, 0.252)
H (-2.333, 0.768, -0.134)
H (-1.796, 0.608, 1.552)
H (-2.348, -0.827, 0.656)
H (-0.541, -2.280, -0.147)
H (2.068, -1.989, -0.853)
H (2.624, 0.673, -0.611)
H (0.788, 2.649, -0.212)

The value obtained for the largest force on an atom is 0.287 eV Å⁻¹. As for the calculated total energy: -324.70085 a.u. As for the net charge: 0. The HOMO-LUMO gap is 0.3115 hartree. Its HOMO energy is -0.283 Ha. The energy above the lowest of the compared OMol25 structures with the same formula, charge and spin is 62.0 kJ/mol.

***

Entry 4:
An isolated molecule of C5H7NO. Source: the Open Molecules 2025 dataset; level of theory: wB97M-V/def2-TZVPD.

CARTESIAN COORDINATES (ANGSTROEM)
C (0.548, 1.181, 1.175)
C (-0.426, 0.044, 0.874)
C (-0.337, -0.415, -0.561)
C (0.504, -1.518, -1.030)
O (-0.910, -1.651, -0.893)
C (-1.359, 1.387, -2.048)
N (-0.686, 0.613, -1.468)
H (1.576, 0.885, 0.939)
H (0.511, 1.461, 2.231)
H (0.310, 2.068, 0.580)
H (-0.235, -0.825, 1.511)
H (-1.461, 0.364, 1.048)
H (0.881, -1.504, -2.051)
H (1.084, -2.090, -0.307)

The value obtained for the largest force on an atom is 1.325 eV Å⁻¹. As for the calculated total energy: -324.63314 a.u. As for the net charge: 0. The HOMO-LUMO gap is 0.4388 hartree. Its HOMO energy is -0.406 Ha. The energy above the lowest of the compared OMol25 structures with the same formula, charge and spin is 239.8 kJ/mol.